{
  "formula": "C4H5NO",
  "method": "the ωB97M-V functional and the def2-TZVPD basis",
  "species": ["C", "C", "N", "O", "C", "C", "H", "H", "H", "H", "H"],
  "coordinates": [[-2.183, -0.311, 0.248], [0.068, -0.056, -0.370], [-0.961, -0.677, -0.455], [2.423, -1.151, 0.550], [2.410, -0.020, 0.105], [1.197, 0.646, -0.362], [-2.735, -1.167, 0.647], [-1.989, 0.411, 1.045], [-2.787, 0.161, -0.527], [3.353, 0.546, -0.032], [1.205, 1.618, -0.849]],
  "nbo_charge": [-0.42, 0.55, -0.39, -0.55, 0.40, -0.58, 0.22, 0.20, 0.22, 0.12, 0.25],
  "spin_multiplicity": 1,
  "smiles": "CN=C=CC=O",
  "de_lowest_ev": 1.827,
  "lumo_energy_ev": 0.4827,
  "homo_lumo_gap_ev": 9.72,
  "e_tot_ha": -285.3474,
  "fmax_ev_per_a": 0.9
}